Molecular formula: C8H19BFN2O4S
Method: DFT, ωB97M-V/def2-TZVPD

Values from the calculation:
E_HOMO, eV: -3.86
Total energy, eV: -34004.450
Total charge: -1
Spin multiplicity: 1
Orbital gap, eV: 5.8177

Last column: Mulliken charge in e.
Element x y z (Å)
C 2.926 0.012 -1.738  -0.6971
C 4.219 -0.262 -2.033  -0.1589
B 4.935 -1.545 -1.421  0.1678
S 6.830 -1.359 -1.086  0.9476
O 7.598 -1.128 -2.288  -0.6336
O 7.356 -2.382 -0.213  -0.6389
F 7.018 0.011 -0.221  -0.3008
H 2.187 0.205 -2.507  0.2168
H 2.581 -0.028 -0.708  0.1652
H 4.748 0.379 -2.743  0.2556
H 4.944 -2.395 -2.285  -0.1367
H 4.425 -1.981 -0.414  -0.1765
C 0.381 3.729 -0.181  -1.3047
C -0.104 2.323 -0.466  0.7639
O 0.415 1.627 -1.319  -0.5885
N -1.145 1.859 0.277  -0.0530
C -1.893 2.517 1.324  -0.8815
H 1.210 3.933 -0.852  0.3095
H -0.411 4.460 -0.352  0.3530
H 0.724 3.822 0.850  0.3474
H -1.412 0.913 0.053  0.1384
H -1.811 1.957 2.254  0.2596
H -2.948 2.563 1.056  0.2565
H -1.530 3.529 1.486  0.3873
C -3.391 -2.203 2.344  -1.3795
C -3.784 -0.993 1.529  0.7879
O -3.357 0.122 1.786  -0.5837
N -4.631 -1.185 0.484  -0.1552
C -5.224 -2.424 0.029  -0.8586
H -2.714 -1.873 3.125  0.2979
H -4.265 -2.669 2.800  0.3801
H -2.882 -2.942 1.724  0.3849
H -4.849 -0.340 -0.020  0.2281
H -4.928 -2.640 -0.998  0.2914
H -6.314 -2.369 0.067  0.2867
H -4.901 -3.248 0.657  0.3212



Molecular formula: C18H18N2
Method: DFT, ωB97M-V/def2-TZVPD

Values from the calculation:
E_HOMO, eV: -7.81
ΔE to the lowest compared entry with this formula, charge and spin, kcal/mol: 76.1
Total energy, eV: -21935.788
Total charge: 0
Spin multiplicity: 1
Orbital gap, eV: 8.7073

Last column: Mulliken charge in e.
Element x y z (Å)
C -1.788 3.453 0.074  -1.1846
C -0.772 3.750 1.064  0.7810
C -0.715 4.968 1.763  -0.6863
N 0.414 4.881 2.736  -0.3267
C 0.933 3.567 2.617  0.0187
C 1.881 3.100 3.494  -0.7274
C 2.177 1.750 3.412  -0.6183
C 1.522 0.942 2.412  -0.6173
C 0.587 1.433 1.491  -0.3430
C 0.234 2.786 1.686  0.5742
H -2.753 3.395 0.510  0.3144
H -1.581 2.422 -0.180  0.2633
H -1.643 4.182 -0.796  0.3015
H -1.352 5.873 1.585  0.3451
H 1.097 5.520 2.764  0.2559
H 2.397 3.735 4.032  0.5052
H 2.862 1.376 4.131  0.3915
H 1.605 -0.088 2.521  0.5042
H 0.213 0.590 0.843  0.2479
C -0.934 -1.702 -4.340  -1.3317
C -1.199 -2.633 -3.308  0.8213
C -1.866 -3.771 -3.415  -0.7301
N -1.530 -4.637 -2.390  -0.0581
C -0.706 -3.953 -1.512  -0.6913
C 0.135 -4.316 -0.507  -0.5173
C 1.027 -3.435 -0.008  -0.7479
C 1.155 -2.124 -0.517  -0.2704
C 0.458 -1.726 -1.655  -1.0241
C -0.489 -2.664 -2.067  1.5275
H -1.172 -2.194 -5.333  0.2891
H 0.055 -1.219 -4.399  0.3249
H -1.593 -0.819 -4.458  0.2787
H -2.484 -4.135 -4.201  0.4476
H -1.722 -5.675 -2.328  0.2553
H -0.007 -5.307 -0.164  0.3730
H 1.538 -3.765 0.952  0.2559
H 1.807 -1.486 0.038  0.5880
H 0.691 -0.673 -2.050  0.2101



Molecular formula: C6H13INO2
Method: DFT, ωB97M-V/def2-TZVPD

Values from the calculation:
E_HOMO (alpha / beta), eV: -13.53 / -13.53
ΔE to the lowest compared entry with this formula, charge and spin, kcal/mol: 89.6
Total energy, eV: -20104.472
Total charge: +1
Spin multiplicity: 1
Orbital gap (alpha / beta), eV: 8.9394 / 8.9401

Last column: Mulliken charge in e.
Element x y z (Å)
C 1.381 0.394 0.138  -0.6230
C 0.530 0.127 -1.041  0.2483
C 1.035 -0.819 -2.013  -1.3662
C -1.948 2.751 -0.034  -0.7199
C 1.025 -2.306 1.433  -0.5776
C -1.087 0.167 0.917  -0.5180
N 0.160 -0.341 0.326  0.4699
O -0.834 2.125 0.396  -0.4066
O 0.092 -1.721 0.540  -0.1665
I -2.767 -0.554 -0.055  0.2968
H 2.300 -0.069 0.239  0.3708
H 1.347 1.376 0.541  0.2167
H -0.223 0.736 -1.408  0.4752
H 1.625 -1.497 -1.355  0.2121
H 1.482 -0.570 -2.907  0.4337
H 0.217 -1.416 -2.267  0.3713
H -1.955 2.737 -1.075  0.3349
H -1.843 3.871 0.245  0.2460
H -2.878 2.404 0.406  0.3346
H 1.181 -3.335 0.943  0.2390
H 0.415 -2.480 2.396  0.2926
H 1.885 -1.637 1.683  0.3092
H -1.141 0.058 1.952  0.5266



Molecular formula: CH3ClN2O
Method: DFT, ωB97M-V/def2-TZVPD

Values from the calculation:
E_HOMO (alpha / beta), eV: -9.67 / -9.63
ΔE to the lowest compared entry with this formula, charge and spin, kcal/mol: 50.1
Total energy, eV: -18632.617
Total charge: 0
Spin multiplicity: 1
Orbital gap (alpha / beta), eV: 6.4685 / 6.4144

Last column: Mulliken charge in e.
Element x y z (Å)
H 0.048 -2.314 0.154  0.2483
N 0.543 -1.394 0.129  -0.6246
C -0.438 -0.533 -0.016  0.7414
N -0.249 0.795 -0.032  -0.3937
O -1.721 -0.931 0.091  -0.4136
Cl -3.492 0.100 -0.089  0.0304
H 0.735 1.206 0.164  0.2493
H -1.002 1.403 0.002  0.1625